14
Properties=species:S:1:pos:R:3 method="wB97M-V/def2-TZVPD" smiles="O=C1C[C@H]2N=CN[C@H]12" spin_multiplicity=1 gap_ev=9.663 energy_ev=-10306.13170 relative_energy_kj_mol=335.0
O 2.55 -0.81 -0.01
C 1.53 -0.17 -0.04
C 1.05 1.36 0.02
C -0.31 0.85 0.21
N -1.65 0.96 -0.24
C -2.14 -0.26 0.01
N -1.12 -1.24 0.28
C 0.09 -0.58 -0.23
H 1.16 1.96 -0.86
H 1.35 1.92 1.02
H -0.44 0.60 1.35
H -3.11 -0.64 -0.29
H -1.34 -2.17 0.06
H 0.01 -0.48 -1.36